The following is a DFT calculation (ωB97M-V/def2-TZVPD) of the molecule C2H3BF2O in a non-equilibrium geometry.

```
9
Properties=species:S:1:pos:R:3:forces:R:3
F -2.50286 -0.08833 -0.20519 -0.536 0.169 1.356
F 1.86920 0.94562 -0.57230 -1.049 0.550 -0.141
O 2.27488 -0.86662 0.41948 0.144 -2.421 1.353
C 1.40900 -0.12908 0.18745 1.078 2.034 -1.827
C -0.00561 0.05721 0.48452 -3.249 1.041 0.690
B -1.25719 -0.15332 -0.57283 1.837 -0.021 -2.506
H -1.23575 -0.34015 -1.82449 0.699 0.118 1.397
H -0.39699 -0.60360 1.29163 0.795 0.523 -0.020
H -0.15468 1.17829 0.79175 0.281 -1.992 -0.302
```
Forces are in eV/Å.

Properties
Structure (SMILES) = O=C(F)CBF
Energy relative to the best compared isomer or geometry (same formula, charge and spin) = 5.5 kcal/mol
Kohn-Sham gap = 12.0 eV
Energy = -377.87041 Eh

The following is a DFT calculation (ωB97M-V/def2-TZVPD) of the molecule C3H4N2O2.

```
11
Properties=species:S:1:pos:R:3:forces:R:3
O 1.98009 1.12006 1.24472 0.090 -0.139 -0.102
O -0.74674 -1.66189 -1.66042 0.256 -0.097 -0.271
N -0.31417 1.31688 1.01306 0.358 -0.016 0.106
N 0.86937 -0.30149 -0.20148 -0.458 -0.055 -0.121
C 0.78953 0.75900 0.72308 -0.321 0.137 0.100
C -1.61401 -0.74134 -0.64713 0.081 0.145 0.147
C -0.29645 -0.66727 -0.50538 -0.172 0.233 0.080
H -0.18168 2.07927 1.66943 0.080 -0.010 0.057
H 2.65728 0.51335 0.91553 -0.085 0.068 -0.041
H -0.78741 -1.15436 -2.48986 0.104 -0.227 0.180
H -2.35581 -1.26221 -0.06155 0.067 -0.039 -0.136
```
Forces are in eV/Å.

Properties
Energy relative to the best compared isomer or geometry (same formula, charge and spin) = 130.8 kcal/mol
Kohn-Sham gap = 9.3 eV
Energy = -376.55534 Eh

The following is a DFT calculation (ωB97M-V/def2-TZVPD) of the molecule C4H2NO2P in a non-equilibrium geometry.

```
10
Properties=species:S:1:pos:R:3:forces:R:3
P 1.78310 0.97018 1.32547 0.115 -1.102 0.774
O -2.31899 0.78743 0.74805 0.522 -0.613 -0.133
O 0.72940 -1.99663 -1.26932 -0.185 -0.557 -0.656
N -1.02806 -0.69497 -0.49772 0.126 -0.824 -0.366
C 1.06724 -0.01069 -0.02095 -2.904 4.356 3.593
C 0.31084 -1.03355 -0.70595 -0.138 -0.086 0.514
C 0.11931 0.86835 0.68029 3.247 -3.631 -2.735
C -1.25820 0.33746 0.39712 -0.222 1.293 -0.362
H 2.26944 1.89575 0.45867 0.535 1.384 -0.582
H -1.67408 -1.12333 -1.11566 -1.096 -0.221 -0.046
```
Forces are in eV/Å.

Properties
Structure (SMILES) = O=C1NC(=O)C2=[PH]=C12
Energy relative to the best compared isomer or geometry (same formula, charge and spin) = 0.0 kcal/mol
Kohn-Sham gap = 8.1 eV
Energy = -700.10257 Eh

The following is a DFT calculation (ωB97M-V/def2-TZVPD) of a cluster of 2 separate species, C4H11N2O3 in total in a non-equilibrium geometry.

```
20
Properties=species:S:1:pos:R:3:forces:R:3
O -0.43298 -2.10168 2.07604 0.616 -0.110 0.350
O -0.67685 1.43701 1.74918 0.284 0.018 0.206
O 1.58096 -0.24702 -3.21025 0.389 -0.325 -0.943
N -2.40787 -0.53893 0.94052 -0.644 -0.215 0.465
N 0.91583 0.77256 0.27685 -0.604 -2.443 -0.758
C -1.47225 0.06455 0.00732 0.120 -0.309 -0.085
C 1.63936 0.66575 -2.28310 -0.984 -1.541 1.694
C 1.37393 -0.15456 -0.77304 0.576 2.303 -2.423
C -0.34322 0.76335 0.77482 0.253 1.217 -0.216
H 2.59049 1.18946 -2.12829 0.723 0.451 0.014
H -3.12383 0.11956 1.25165 0.636 -0.160 -0.047
H -1.96057 0.90568 -0.51603 0.175 -0.442 -0.036
H 0.84026 1.45087 -2.35711 -0.036 0.085 0.453
H -1.88294 -0.88976 1.75587 -0.793 0.311 -0.732
H -1.15011 -0.68803 -0.74371 -0.152 0.701 0.549
H 0.36307 -1.55653 2.00787 -0.101 -0.022 -0.037
H 2.31158 -0.68728 -0.58352 -0.152 0.207 0.487
H 0.64439 -0.83594 -1.16810 -0.341 -0.241 0.509
H 1.60186 1.43093 0.56244 0.062 0.562 0.687
H -0.17464 -2.95706 1.72529 -0.025 -0.046 -0.139
```
Forces are in eV/Å.

Properties
Energy relative to the best compared isomer or geometry (same formula, charge and spin) = 58.9 kcal/mol
Charge = -1
Kohn-Sham gap = 5.8 eV
Energy = -494.22580 Eh

The following is a DFT calculation (ωB97M-V/def2-TZVPD) of a structure of composition C29H36AsCoF6N4P2 in a non-equilibrium geometry.

```
79
Properties=species:S:1:pos:R:3:forces:R:3
As 2.65896 -2.79202 1.29810 0.163 -0.358 0.520
Co -0.60179 -0.78010 0.76867 -0.372 -0.816 0.734
P -0.08516 -0.59110 -1.36837 0.459 0.232 -0.560
P 0.48319 1.17365 0.49390 0.119 0.381 -0.023
F 1.44287 -4.01281 0.94522 -0.042 0.149 -0.108
F 3.78088 -3.94497 1.77645 -0.068 0.071 -0.076
F 1.88478 -2.61800 2.84423 0.170 0.038 -0.277
F 1.32197 -1.54429 0.72445 -0.401 0.300 0.255
F 3.66560 -1.45528 1.57102 -0.136 0.029 -0.103
F 3.05903 -2.80979 -0.38665 0.045 0.001 0.000
N 1.02465 0.63508 -1.03843 -0.244 -0.153 0.149
N -2.41212 -0.29906 0.34943 -0.226 0.451 -0.183
N -1.21278 -0.46613 2.71129 0.339 -0.043 0.236
N -1.07603 -2.70706 1.28925 -0.020 -0.125 -0.247
C 0.98062 -3.16409 -1.91901 0.083 0.043 0.116
C 1.92939 -2.52096 -4.43869 0.026 -0.039 -0.037
C -3.33502 -0.30051 1.51479 -0.041 -0.022 0.057
C -2.64385 1.69152 -3.58576 0.047 0.003 0.041
C -1.37984 -0.03832 -2.48736 0.115 -0.041 -0.037
C 2.96897 0.91161 3.70762 -0.017 -0.031 -0.005
C -2.53761 0.20845 2.69034 0.006 0.067 -0.063
C -1.22512 -1.74970 3.47818 0.009 0.032 0.015
C 1.20286 -1.56273 -3.64358 -0.060 0.065 -0.039
C 0.75306 -1.87166 -2.37057 0.112 -0.032 0.169
C 2.51684 2.65361 1.58252 -0.018 -0.039 0.038
C -1.76606 -2.85204 2.59719 0.107 -0.029 0.128
C 3.71776 2.07215 3.58002 0.022 0.004 0.014
C -2.22992 -1.00597 -3.03881 -0.015 -0.033 0.011
C 1.77901 1.46374 1.68742 0.001 0.033 -0.025
C -1.64556 4.63777 1.00592 -0.001 0.030 -0.022
C -1.17353 3.34513 1.17206 0.080 -0.055 0.222
C 2.28131 0.97134 -1.72280 -0.040 0.017 -0.020
C 2.17773 -3.79567 -3.96824 0.032 -0.014 -0.054
C -1.59115 1.31185 -2.76041 -0.030 0.010 -0.017
C 1.70739 -4.12638 -2.71446 -0.011 -0.020 0.036
C -0.27447 4.88745 -0.95326 -0.004 0.002 0.007
C 2.00932 0.60007 2.75933 0.046 -0.004 0.026
C -3.48715 0.73193 -4.12391 -0.030 -0.022 -0.020
C -1.20161 5.40803 -0.05988 -0.006 0.002 0.018
C 3.49598 2.93876 2.51599 -0.003 0.006 0.001
C -3.28175 -0.61753 -3.85066 -0.021 -0.025 -0.007
C -0.26558 2.79990 0.26820 0.035 -0.038 -0.429
C 0.18973 3.59218 -0.79283 -0.101 -0.077 -0.067
H -2.34456 5.05224 1.71938 -0.006 -0.008 0.007
H -0.13122 -3.05350 1.45130 0.121 -0.141 -0.146
H 2.92407 1.50202 -1.02119 -0.002 0.013 -0.024
H 2.73077 -4.51206 -4.56014 0.000 0.013 -0.015
H 0.09146 5.49376 -1.77101 0.010 -0.002 0.002
H -3.06285 0.07805 3.63684 -0.010 -0.072 -0.013
H -1.56381 6.41963 -0.18372 -0.003 0.001 -0.001
H 3.14499 0.23693 4.53416 0.004 0.000 0.009
H 4.07516 3.84759 2.42715 0.001 0.002 -0.010
H -1.47126 2.79874 2.05633 0.001 0.013 -0.011
H 2.80376 0.05630 -2.00383 0.016 0.025 0.001
H -4.20840 0.32128 1.31703 0.054 0.041 -0.010
H -2.84128 -2.80423 2.46530 -0.022 0.003 -0.006
H -3.68919 -1.31440 1.65527 -0.053 -0.012 0.024
H -2.79812 2.73797 -3.81204 0.002 0.005 0.001
H -0.93588 2.06421 -2.34635 0.005 0.009 0.001
H -4.30360 1.03010 -4.76786 -0.004 0.002 -0.001
H 2.11113 1.59592 -2.59984 0.019 -0.019 -0.023
H -1.46422 -3.37206 0.62623 -0.150 0.074 -0.072
H -0.56083 0.14694 3.19597 -0.029 0.041 0.002
H -2.06437 -2.06418 -2.85664 -0.005 0.002 0.004
H -2.39786 0.63008 -0.07473 -0.117 0.020 0.009
H 0.63881 -3.49263 -0.94823 -0.018 0.021 -0.006
H -0.19573 -1.96972 3.76376 -0.016 -0.012 -0.053
H 1.88570 -5.10388 -2.28375 0.017 -0.020 -0.028
H 2.31922 3.36303 0.79021 0.006 0.013 -0.021
H -1.81297 -1.64435 4.39097 0.014 0.030 0.002
H 1.47704 -0.33506 2.85218 0.006 -0.028 -0.027
H -2.37296 1.27335 2.55329 0.027 -0.007 0.083
H -1.54333 -3.82641 3.03547 0.007 0.025 -0.005
H 2.27712 -2.21016 -5.41638 0.016 -0.030 -0.008
H -2.78330 -0.90820 -0.37703 0.013 0.019 -0.062
H -3.93480 -1.36357 -4.28293 -0.004 -0.002 -0.004
H 4.47643 2.30684 4.31464 -0.004 0.003 0.003
H 0.91211 3.20412 -1.49962 0.004 0.015 -0.007
H 1.00694 -0.59275 -4.08812 -0.011 0.016 0.031
```
Forces are in eV/Å.

Properties
Energy relative to the best compared isomer or geometry (same formula, charge and spin) = 56.3 kcal/mol
Multiplicity = 2
Charge = +3
Kohn-Sham gap (spin up / spin down) = 7.7 / 4.1 eV
Energy = -6245.32379 Eh

The following is a DFT calculation (ωB97M-V/def2-TZVPD) of a structure of composition C2H5N5O in a non-equilibrium geometry.

```
13
Properties=species:S:1:pos:R:3:forces:R:3
O -2.64808 0.19593 -0.29684 5.730 3.461 -0.184
N -0.36213 -0.41408 -0.37704 -5.449 2.259 -0.458
N 1.77831 -0.38218 0.10730 0.780 5.533 1.277
N -0.70030 1.86660 -0.21097 -1.182 -1.189 1.033
N 0.43025 0.08459 0.64412 3.358 -1.579 -1.448
N -0.87531 -1.66905 -0.26996 1.251 -3.450 -2.462
C -1.42063 0.61299 -0.29373 -4.831 -3.189 -1.421
C 0.32323 1.42242 0.39672 3.499 3.046 -0.249
H -1.89206 -1.80195 -0.29428 0.213 1.367 0.665
H 1.50581 1.90187 0.49358 -3.841 -0.244 0.113
H 2.48885 0.97452 0.31883 -1.464 -4.523 -0.775
H 1.97708 -0.70744 0.99996 2.151 -1.681 1.943
H -0.60502 -2.08421 -1.21768 -0.214 0.191 1.965
```
Forces are in eV/Å.

Properties
Energy relative to the best compared isomer or geometry (same formula, charge and spin) = 162.1 kcal/mol
Kohn-Sham gap = 9.2 eV
Energy = -427.96482 Eh

The following is a DFT calculation (ωB97M-V/def2-TZVPD) of a structure of composition C4H4BrCl3O2S in a non-equilibrium geometry.

```
15
Properties=species:S:1:pos:R:3:forces:R:3
Br -1.78131 -2.47600 0.60493 0.163 0.571 0.035
Cl -3.37928 -0.06594 -0.14812 -1.040 0.377 -0.318
Cl -1.64517 -0.11839 3.02191 -0.288 -0.084 -0.069
Cl -1.43059 2.03968 1.10738 -0.471 -0.604 -0.084
S 0.97859 0.47624 -0.34418 1.732 0.140 1.534
O 2.18449 -0.27224 -0.51360 0.679 -0.592 -0.206
O 1.07709 1.91677 -0.37432 -0.576 -0.543 -0.927
C 0.38062 0.11105 1.32735 1.313 -1.818 0.945
C -0.22507 -0.20444 -1.39592 -2.313 1.059 1.748
C -1.88326 -0.57051 0.35927 2.601 -0.745 -2.135
C -1.12198 0.27045 1.32647 0.386 1.037 1.769
H 0.73934 -1.02179 1.52266 -1.062 2.607 -0.274
H 0.84897 0.83305 2.12123 -0.736 -1.425 -1.763
H -0.14073 -1.13242 -1.97649 0.241 0.558 0.538
H -0.62660 0.72499 -1.79215 -0.628 -0.538 -0.793
```
Forces are in eV/Å.

Properties
Energy relative to the best compared isomer or geometry (same formula, charge and spin) = 51.9 kcal/mol
Kohn-Sham gap (spin up / spin down) = 7.8 / 8.1 eV
Energy = -4657.92743 Eh